Arrangement a

This record from OMol25 describes a 2-piece molecular cluster, C4H7NO5 overall. The level of theory is ωB97M-V/def2-TZVPD.

ORCA input file:
```
! wB97M-V def2-TZVPD RIJCOSX def2/J DEFGRID3
* xyz 0 1
C 2.3185 -1.1046 -0.1238
C -0.3474 1.2083 -2.3294
C -0.8745 0.5205 -0.0809
C -1.1999 -1.3430 1.5055
N -0.2261 1.6384 0.6308
O -0.4020 1.7290 1.8312
O 0.4365 2.4188 -0.0586
O 1.5734 -0.9651 -1.0199
O -0.8870 0.4965 -1.3642
O -1.7276 -0.3850 0.5363
H 2.1984 -0.6066 0.8150
H 3.1119 -1.8890 -0.1423
H 0.2205 2.0975 -2.1108
H -0.7979 0.8954 -3.2673
H -0.2273 -1.0832 1.9161
H -1.2558 -2.2801 0.9232
H -1.9135 -1.3478 2.3389
*
```

Properties
E_HOMO (alpha / beta) ... -8.0388 / -8.2076 eV
Orbital gap (alpha / beta) ... 8.0 / 7.7 eV
Molecular weight ... 149.1 g/mol

---

Arrangement b

This record from OMol25 describes a single C4H7NO5 molecule. The level of theory is ωB97M-V/def2-TZVPD.

ORCA input file:
```
! wB97M-V def2-TZVPD RIJCOSX def2/J DEFGRID3
* xyz 0 1
C 0.4861 -1.3378 -1.7888
C 0.4020 0.1113 0.4943
C -0.2221 -0.8097 -0.5972
C 0.1710 1.5240 0.2060
N -1.4939 -1.0275 -0.2686
O 1.2642 -2.1882 -2.1771
O -0.1007 -0.2263 -2.1084
O 1.8151 -0.0416 0.5665
O 1.5799 -2.3647 0.6540
O 2.1748 -1.2562 1.1822
H -0.0959 -0.1306 1.4033
H -0.3900 2.1514 0.8993
H -0.1151 1.6185 -0.9308
H 1.0718 2.0525 0.2910
H -1.9680 -1.6958 -0.9121
H 2.2004 -2.7599 0.0150
H -1.9802 -0.0966 -0.1903
*
```

Properties
SMILES ... C[C@H](OOO)[C@@]1(N)OC1=O
E_HOMO ... -10.2182 eV
Orbital gap ... 10.9 eV
Molecular weight ... 149.1 g/mol

---

arrangement b is favored, and the nearest alternative lies 0.889 eV above it.

---

Arrangement a

This record from OMol25 describes an isolated ion of composition C10H13N2 and charge +1. The level of theory is ωB97M-V/def2-TZVPD.

ORCA input file:
```
! wB97M-V def2-TZVPD RIJCOSX def2/J DEFGRID3
* xyz 1 1
C -2.6719 2.1635 -0.5294
C -2.2344 1.4719 -1.6570
C -1.8369 2.1441 0.6260
C -1.0090 0.8468 -1.6906
C -0.6711 1.3634 0.6261
C -0.2158 0.7544 -0.5383
C 1.1886 -1.1310 0.0677
C 0.5707 -2.4016 0.5615
C 0.1237 -2.3780 2.0040
C 2.2863 0.7509 -0.9592
N 2.0261 -2.0127 0.4111
N 1.0541 0.0707 -0.5270
H -3.5400 2.6691 -0.6744
H -2.8451 1.4831 -2.4451
H -1.9770 2.5883 1.6352
H -0.9074 0.4845 -2.6835
H 0.0615 1.2725 1.4850
H -0.0161 -3.0713 -0.1609
H -0.8896 -2.5836 1.9101
H 0.3523 -1.5008 2.6701
H 0.4124 -3.2857 2.4995
H 2.8853 0.8020 0.0527
H 2.7794 0.1153 -1.5766
H 2.1362 1.7126 -1.4800
H 2.9379 -2.3286 0.3730
*
```

Properties
SMILES ... C[C@@H]1N/C1=[N+](\C)c1ccccc1
E_HOMO ... -12.8925 eV
Orbital gap ... 9.9 eV
Molecular weight ... 161.2 g/mol

---

Arrangement b

This record from OMol25 describes an isolated ion of composition C10H13N2 and charge +1. The level of theory is ωB97M-V/def2-TZVPD.

ORCA input file:
```
! wB97M-V def2-TZVPD RIJCOSX def2/J DEFGRID3
* xyz 1 1
C -0.7259 3.0023 0.7183
C -1.8355 2.1454 0.8233
C 0.5093 2.5866 0.4477
C -1.7110 0.8358 0.5938
C 0.7266 1.2660 0.3391
C -0.4250 0.4016 0.2675
C 2.0749 0.5767 0.1157
C -0.2771 -1.5371 -1.5155
C -0.5822 -2.3436 0.4677
C 0.1444 -0.9191 -0.2030
N -0.2538 -2.8888 -0.9055
N 1.6174 -0.7909 -0.0999
H -0.9063 4.0222 0.8592
H -2.7603 2.6493 1.1246
H 1.3577 3.1465 0.1557
H -2.6056 0.1306 0.7142
H 2.5659 0.9028 -0.7441
H 2.7175 0.7043 0.9397
H -1.2947 -1.2873 -1.9002
H 0.3190 -1.5388 -2.4432
H -0.2401 -2.8729 1.3172
H -1.6143 -1.9392 0.5817
H -0.8208 -3.6357 -1.3132
H 2.1665 -1.0966 -0.9454
H 1.8536 -1.5200 0.6047
*
```

Properties
SMILES ... c1ccc2c(c1)C[NH2+]C21CNC1
E_HOMO ... -12.6292 eV
Orbital gap ... 9.6 eV
Molecular weight ... 161.2 g/mol

---

arrangement b is favored, and the nearest alternative lies 0.776 eV above it.

---

Arrangement a

This record from OMol25 describes a single C5H8N4 molecule. The level of theory is ωB97M-V/def2-TZVPD.

ORCA input file:
```
! wB97M-V def2-TZVPD RIJCOSX def2/J DEFGRID3
* xyz 0 1
C -1.9262 0.6612 0.2928
C -2.2750 -0.6540 0.3877
C -1.1381 -1.4210 0.0107
C -0.1340 -0.5312 -0.3042
C 2.2670 -0.3973 0.0278
H 0.3986 1.9471 -1.3190
H 0.8406 2.0288 0.2708
H -2.4697 1.5868 0.4602
H -3.2460 -1.0318 0.6919
H -1.0581 -2.5089 -0.0052
H 1.3348 -1.3342 -1.5500
H 3.2120 -0.6267 -0.4577
H 1.3212 0.1756 1.5548
N 0.0392 1.9566 -0.3612
N -0.6276 0.7511 -0.1253
N 1.1747 -0.6931 -0.7772
N 2.2867 0.0913 1.2030
*
```

Properties
SMILES ... [H]/N=C\Nc1cccn1N
E_HOMO ... -8.3256 eV
Orbital gap ... 9.1 eV
Molecular weight ... 124.1 g/mol

---

Arrangement b

This record from OMol25 describes a single C5H8N4 molecule. The level of theory is ωB97M-V/def2-TZVPD.

ORCA input file:
```
! wB97M-V def2-TZVPD RIJCOSX def2/J DEFGRID3
* xyz 0 1
C -1.5191 1.6687 0.3676
C 0.5860 0.7705 -0.1837
C 1.6126 -1.1986 -0.0533
C 0.3586 -0.6412 0.0686
C -0.7551 -1.6630 0.0998
H -2.3313 2.3651 -0.1512
H -1.5924 0.4281 0.3821
H -1.4008 2.0541 1.3515
H 0.2385 2.5300 -0.7900
H 3.6012 -0.2833 -0.2346
H 1.9584 -2.2581 0.2649
H -0.5630 -2.6957 0.4727
H -2.4602 -2.2722 -0.2746
N -0.2630 1.7311 -0.4532
N 1.9330 0.9451 -0.2825
N 2.4611 -0.1241 0.0322
N -1.8646 -1.3566 -0.6162
*
```

Properties
SMILES ... [H]/N=C/c1c[nH]nc1NC
E_HOMO ... -7.5193 eV
Orbital gap ... 8.4 eV
Molecular weight ... 124.1 g/mol

---

arrangement a is favored, and the nearest alternative lies 3.136 eV above it.

---

Arrangement a

This record from OMol25 describes a 2-piece molecular cluster, C3H9OS overall. The level of theory is ωB97M-V/def2-TZVPD.

ORCA input file:
```
! wB97M-V def2-TZVPD RIJCOSX def2/J DEFGRID3
* xyz -1 1
C 0.1530 -3.3576 -0.5766
O 0.5601 -2.5135 0.4947
H 0.8248 -4.2173 -0.5713
H -0.8682 -3.7380 -0.4148
H 0.1833 -2.7918 -1.5148
C -0.2207 3.0591 0.4625
C 0.1074 1.5772 0.2543
S -0.8378 0.8298 -1.1439
H -1.2389 3.3034 0.1312
H 0.4098 3.6631 -0.1843
H -0.0981 3.3925 1.5007
H 1.1698 1.5150 0.0102
H -0.1515 0.9921 1.1406
H 0.0068 -1.7141 0.4116
*
```

Properties
E_HOMO ... -2.4177 eV
Orbital gap ... 6.3 eV
Molecular weight ... 93.2 g/mol

---

Arrangement b

This record from OMol25 describes a 2-piece molecular cluster, C3H9OS overall. The level of theory is ωB97M-V/def2-TZVPD.

ORCA input file:
```
! wB97M-V def2-TZVPD RIJCOSX def2/J DEFGRID3
* xyz -1 1
C -2.4775 0.4453 -0.5816
C -1.3754 1.4817 -0.3339
C -0.5006 1.0880 0.8738
S 0.4538 -0.4174 0.4276
H -2.8596 0.0498 0.3668
H -3.2425 0.8646 -1.2328
H -1.9949 -0.4236 -1.0118
H -1.8420 2.4636 -0.1335
H -0.7120 1.5638 -1.1957
H 0.2275 1.8586 1.0819
H -1.2237 0.9352 1.6780
H 2.1847 -1.6225 -0.6350
H 3.5954 -1.1599 -0.2544
O 3.1082 -1.9245 -0.5655
*
```

Properties
E_HOMO ... -2.5727 eV
Orbital gap ... 6.7 eV
Molecular weight ... 93.2 g/mol

---

arrangement b is favored, and the nearest alternative lies 0.574 eV above it.

---

Arrangement a

This record from OMol25 describes an isolated ion of composition C4H11N2Se and charge +1. The level of theory is ωB97M-V/def2-TZVPD.

ORCA input file:
```
! wB97M-V def2-TZVPD RIJCOSX def2/J DEFGRID3
* xyz 1 1
C -1.0244 -1.6042 -0.0975
C -1.8000 1.0391 0.5686
C 0.1276 -0.6531 -0.4950
C 0.1827 0.4608 0.4822
N 1.5976 -0.9845 -0.5854
N 1.0554 1.5410 0.0052
Se -2.7007 -0.6115 -0.1118
H -1.2224 -2.5207 -0.7072
H -0.8662 -1.9552 0.9226
H -1.9631 1.3121 1.5873
H -1.5660 1.8133 -0.0866
H -0.1007 -0.3923 -1.4800
H 0.4056 0.0851 1.4696
H 1.8991 -1.4020 -1.4270
H 2.0385 -1.3867 0.2475
H 0.6328 2.3151 -0.5168
H 1.7501 1.1165 -0.5974
H 1.5542 1.8272 0.8219
*
```

Properties
E_HOMO ... -12.1913 eV
Orbital gap ... 8.8 eV
Molecular weight ... 166.1 g/mol

---

Arrangement b

This record from OMol25 describes an isolated ion of composition C4H11N2Se and charge +1. The level of theory is ωB97M-V/def2-TZVPD.

ORCA input file:
```
! wB97M-V def2-TZVPD RIJCOSX def2/J DEFGRID3
* xyz 1 1
C -2.1941 -0.7467 -0.2520
C -0.1474 1.3475 -0.4967
C 0.5130 -0.6168 1.0757
C 0.9024 0.2181 -0.1587
N 0.4349 -0.0702 2.3219
N 1.1763 -0.4287 -1.4055
Se -1.6474 0.5457 -1.4108
H -1.8210 -1.6706 -0.4472
H -2.9510 -0.3179 0.5038
H -0.3900 1.8454 0.4348
H 0.3244 2.0851 -0.9920
H 0.5300 -1.6132 0.8692
H 1.8173 0.7877 0.0265
H 0.3331 -0.7655 3.0687
H 0.6375 0.8755 2.3221
H 1.5270 -1.3722 -1.3269
H -0.6349 -0.3884 -2.1364
H 1.5898 0.2853 -1.9966
*
```

Properties
E_HOMO (alpha / beta) ... -10.8795 / -11.6468 eV
Orbital gap (alpha / beta) ... 6.1 / 7.6 eV
Molecular weight ... 166.1 g/mol

---

arrangement a is favored, and the nearest alternative lies 2.577 eV above it.